*a*
DFT (ωB97M-V with the def2-TZVPD basis set) results for a cluster of 8 separate species, C4H24N2O8 in total.

```
38
Properties=species:S:1:pos:R:3
N 0.753 -0.885 -3.078
C -0.612 -0.489 -2.732
C -0.628 -0.263 -1.160
N 0.608 0.255 -0.562
C -1.936 0.499 -0.777
C -2.127 0.699 0.668
O -1.171 0.836 1.436
H 1.358 -0.921 -2.214
H 0.900 -1.781 -3.460
H -1.376 -1.175 -3.000
H -0.724 0.450 -3.358
H -0.821 -1.250 -0.705
H 1.087 0.982 -1.121
H 0.469 0.644 0.362
H -2.717 -0.273 -1.043
H -1.971 1.308 -1.409
H -3.133 1.016 0.960
O 0.861 -2.385 0.854
H 0.411 -1.437 0.934
H 1.796 -2.195 1.064
O 2.847 -0.733 1.508
H 3.311 -0.645 2.231
H 2.488 0.093 1.177
O 1.657 1.660 2.141
H 1.953 2.529 2.659
H 0.711 1.476 2.520
O -2.152 3.738 -0.129
H -1.248 3.555 0.071
H -2.622 3.937 0.739
O 3.083 -1.482 -1.079
H 2.392 -2.143 -0.879
H 2.814 -0.656 -0.534
O 0.426 -4.675 -0.410
H 0.791 -3.815 -0.421
H -0.276 -4.636 0.331
O -2.467 3.118 2.818
H -1.644 2.747 2.679
H -3.093 2.294 2.921
```

The calculation puts the gap between HOMO and LUMO at 8.56 eV. The LUMO energy comes out at -0.3506 eV. The structure (SMILES) is NC[C@@H](N)CC=O.O.O.O.O.O.O.O.

Results of the Löwdin charge analysis, in e, for atoms 1 through 6: N -0.007; C -0.210; C -0.350; N 0.026; C -0.115; C -0.199

---

*b*
DFT (ωB97M-V with the def2-TZVPD basis set) results for a cluster of 8 separate species, C4H24N2O8 in total.

```
38
Properties=species:S:1:pos:R:3
N -0.368 2.145 1.570
C -1.005 0.897 1.956
N -0.467 -0.312 1.321
C 0.922 -0.602 1.721
C 1.524 -1.630 0.794
C 3.049 -1.425 0.727
O 3.557 -0.340 0.837
H 0.482 2.311 2.095
H -0.015 2.228 0.615
H -2.077 1.014 1.804
H -0.845 0.741 3.023
H -0.542 -0.307 0.311
H 1.470 0.344 1.807
H 0.850 -0.876 2.775
H 1.376 -2.626 1.210
H 1.202 -1.507 -0.243
H 3.670 -2.334 0.637
O 0.143 1.786 -3.024
H -0.431 1.034 -3.145
H -0.447 2.437 -3.416
O -2.359 2.627 -2.442
H -3.002 3.278 -2.140
H -1.621 2.746 -1.833
O -0.967 -1.540 -1.689
H -1.207 -0.666 -2.001
H -1.617 -1.764 -1.004
O 1.532 -0.531 -2.597
H 1.726 0.094 -3.306
H 1.089 0.085 -2.000
O 1.257 1.950 -0.695
H 2.020 1.517 -0.297
H 1.434 2.406 -1.519
O -2.054 -1.922 2.697
H -1.928 -1.509 3.558
H -1.504 -1.317 2.135
O -2.948 -2.008 0.244
H -2.707 -2.566 1.005
H -3.899 -1.987 0.388
```

The calculation puts the gap between HOMO and LUMO at 9.09 eV. The LUMO energy comes out at 0.1956 eV. The structure (SMILES) is NCNCCC=O.O.O.O.O.O.O.O.

Results of the Löwdin charge analysis, in e, for atoms 1 through 6: N 0.008; C -0.287; N -0.098; C -0.213; C -0.107; C -0.231

---

Least stable: *a*

---

*a*
DFT (ωB97M-V with the def2-TZVPD basis set) results for the molecule C4H3N3.

```
10
Properties=species:S:1:pos:R:3
C -1.419 -1.630 0.221
C -1.523 -0.427 0.322
C -0.337 0.378 0.205
C 0.896 -0.040 0.654
N 1.847 0.642 -0.012
N 1.285 1.464 -0.839
N -0.046 1.328 -0.698
H -0.831 -2.517 0.189
H 1.133 -0.773 1.411
H -0.664 1.776 -1.360
```

The calculation puts the gap between HOMO and LUMO at 8.86 eV. The LUMO energy comes out at -0.3277 eV. The structure (SMILES) is C#Cc1cnn[nH]1.

Results of the Löwdin charge analysis, in e, for atoms 1 through 6: C 0.145; C -0.038; C -0.329; C -0.131; N -0.007; N -0.021

---

*b*
DFT (ωB97M-V with the def2-TZVPD basis set) results for the molecule C4H3N3.

```
10
Properties=species:S:1:pos:R:3
N -1.985 -0.219 2.650
C -1.366 -0.147 1.678
C -0.541 -0.048 0.500
N -0.944 -0.112 -0.702
C 0.296 0.047 -1.474
C 1.466 0.268 -0.570
N 0.867 0.144 0.610
H 0.171 0.758 -2.292
H 0.605 -0.896 -1.944
H 1.351 0.198 1.495
```

The calculation puts the gap between HOMO and LUMO at 9.28 eV. The LUMO energy comes out at -0.2925 eV.

Results of the Löwdin charge analysis, in e, for atoms 1 through 6: N 0.174; C -0.119; C -0.354; N 0.134; C -0.238; C -0.013

---

*c*
DFT (ωB97M-V with the def2-TZVPD basis set) results for a structure of composition C4H3N3.

```
10
Properties=species:S:1:pos:R:3
C -0.520 0.531 1.705
C 0.746 1.361 -0.206
C -0.198 -1.007 -0.577
C 0.473 0.276 0.668
N -1.351 0.619 2.510
N 0.814 2.242 -0.951
N -0.484 -1.275 -1.778
H 1.300 -0.231 0.991
H -0.324 -1.961 0.175
H -0.456 -0.556 -2.536
```

The calculation puts the gap between HOMO and LUMO at 10.32 eV. The LUMO energy comes out at -0.0438 eV.

Results of the Löwdin charge analysis, in e, for atoms 1 through 6: C -0.196; C -0.254; C -0.114; C -0.192; N 0.173; N 0.172

---

*d*
DFT (ωB97M-V with the def2-TZVPD basis set) results for the molecule C4H3N3.

```
10
Properties=species:S:1:pos:R:3
N 2.672 -0.626 -0.599
C 2.255 -0.434 0.476
C 0.771 -0.326 0.234
N -0.058 -1.310 0.269
C -1.290 -0.705 0.085
C -1.147 0.630 -0.114
N 0.217 0.865 -0.064
H -2.196 -1.286 0.133
H -1.853 1.430 -0.269
H 0.685 1.751 -0.162
```

The calculation puts the gap between HOMO and LUMO at 8.77 eV. The LUMO energy comes out at -0.3600 eV. The structure (SMILES) is N#Cc1ncc[nH]1.

Results of the Löwdin charge analysis, in e, for atoms 1 through 6: N 0.225; C -0.073; C -0.476; N 0.111; C -0.142; C -0.100

---

Least stable: *a*

---

*a*
DFT (ωB97M-V with the def2-TZVPD basis set) results for the molecule C4H3N3.

```
10
Properties=species:S:1:pos:R:3
C -1.333 0.126 0.007
C -0.776 -1.203 0.003
C -0.324 1.029 -0.010
C 0.565 -1.095 -0.014
N 2.980 -0.125 0.016
N 2.088 0.618 0.009
N 0.854 0.307 -0.020
H -2.383 0.343 0.008
H -1.362 -2.098 0.008
H -0.310 2.098 -0.007
```

The calculation puts the gap between HOMO and LUMO (alpha / beta) at 7.39 / 9.31 eV. The LUMO energy (alpha / beta) comes out at -1.6288 / -0.1644 eV.

Results of the Löwdin charge analysis, in e, for atoms 1 through 6: C -0.094; C -0.114; C -0.071; C 0.088; N 0.178; N -0.119

---

*b*
DFT (ωB97M-V with the def2-TZVPD basis set) results for a structure of composition C4H3N3.

```
10
Properties=species:S:1:pos:R:3
N 3.305 -0.292 0.399
C 2.176 -0.228 0.196
C 0.749 -0.161 -0.058
N -0.066 -1.227 0.075
C -1.284 -0.696 0.161
C -1.231 0.700 0.068
N 0.051 1.095 -0.016
H -2.167 -1.320 0.257
H -2.044 1.415 0.019
H 0.574 0.585 -1.083
```

The calculation puts the gap between HOMO and LUMO at 10.70 eV. The LUMO energy comes out at 0.1402 eV.

Results of the Löwdin charge analysis, in e, for atoms 1 through 6: N 0.166; C -0.134; C -0.434; N 0.120; C -0.119; C -0.127

---

*c*
DFT (ωB97M-V with the def2-TZVPD basis set) results for the molecule C4H3N3.

```
10
Properties=species:S:1:pos:R:3
N 3.497 -0.174 0.076
C 2.338 0.054 -0.117
C 0.841 -0.016 -0.281
C -0.222 0.973 -0.079
N -1.348 0.373 -0.075
C -1.040 -1.025 -0.019
N 0.267 -1.232 -0.155
H -0.268 2.085 0.083
H -2.179 0.777 0.234
H -1.888 -1.814 0.332
```

The calculation puts the gap between HOMO and LUMO at 9.50 eV. The LUMO energy comes out at 0.4111 eV. The structure (SMILES) is N#Cc1c[nH]cn1.

Results of the Löwdin charge analysis, in e, for atoms 1 through 6: N 0.113; C -0.141; C -0.276; C -0.102; N 0.047; C -0.151

---

Least stable: *a*

---

*a*
DFT (ωB97M-V with the def2-TZVPD basis set) results for the molecule C4H3N3.

```
10
Properties=species:S:1:pos:R:3
N 3.136 -0.454 0.630
C 1.998 -0.415 0.419
C 0.601 -0.327 0.138
N -0.260 -1.276 0.137
C -1.489 -0.717 -0.231
C -1.510 0.601 -0.605
N -0.046 0.927 -0.190
H -2.360 -1.357 -0.230
H -0.551 1.367 0.609
H 0.481 1.653 -0.677
```

The calculation puts the gap between HOMO and LUMO (alpha / beta) at 9.06 / 9.06 eV. The LUMO energy (alpha / beta) comes out at -0.5044 / -0.5043 eV.

Results of the Löwdin charge analysis, in e, for atoms 1 through 6: N 0.164; C -0.140; C -0.350; N 0.138; C -0.223; C -0.024

---

*b*
DFT (ωB97M-V with the def2-TZVPD basis set) results for the molecule C4H3N3.

```
10
Properties=species:S:1:pos:R:3
N -1.868 -1.696 1.389
C -1.144 -0.826 1.100
C -0.404 0.089 0.283
N -0.265 1.317 -0.296
C 0.866 1.450 -1.032
C 1.488 0.217 -0.990
N 0.774 -0.535 -0.123
H 1.145 2.551 -1.380
H 2.475 -0.160 -1.387
H 1.065 -1.566 -0.184
```

The calculation puts the gap between HOMO and LUMO at 9.80 eV. The LUMO energy comes out at 0.3665 eV. The structure (SMILES) is N#Cc1ncc[nH]1.

Results of the Löwdin charge analysis, in e, for atoms 1 through 6: N 0.155; C -0.144; C -0.282; N 0.056; C -0.156; C -0.128

---

Least stable: *a*